Computed, not measured: C53H71N2OsP3SSi as an isolated structure at a distorted geometry, with ωB97M-V/def2-TZVPD.

The total charge is +2. The LUMO energy (spin up / spin down) comes out at -0.2468 / -0.2314 hartree. The largest force on an atom comes out at 0.039 Eh/bohr. The value obtained for the energy above the lowest of the compared OMol25 structures with the same formula, charge and spin is 80.5 kJ/mol.

CARTESIAN COORDINATES (ANGSTROEM)
1 Os -0.092 0.021 0.363
2 C -1.218 -0.377 -3.358
3 C -1.865 -1.281 -2.294
4 C -2.719 -2.377 -2.928
5 P -0.630 -1.831 -1.047
6 C -1.390 -3.283 -0.184
7 C -0.900 -3.493 1.254
8 C -1.206 -4.584 -0.967
9 C 0.828 -2.412 -1.952
10 C 0.715 -3.212 -3.094
11 C 1.850 -3.635 -3.768
12 C 3.109 -3.268 -3.305
13 C 3.225 -2.472 -2.171
14 C 2.085 -2.031 -1.477
15 Si 2.195 -0.998 0.076
16 C 4.016 -0.444 0.191
17 C 4.982 -1.217 0.861
18 C 6.318 -0.833 0.888
19 C 6.723 0.337 0.258
20 C 5.791 1.119 -0.404
21 C 4.446 0.736 -0.453
22 P 3.142 1.726 -1.230
23 C 3.609 3.465 -0.714
24 C 2.405 4.362 -0.416
25 C 4.544 4.175 -1.706
26 C 3.386 1.706 -3.087
27 C 4.601 0.903 -3.549
28 C 2.116 1.176 -3.772
29 C 2.111 -2.219 1.527
30 C 2.718 -3.486 1.489
31 C 2.784 -4.289 2.620
32 C 2.269 -3.823 3.827
33 C 1.648 -2.584 3.884
34 C 1.543 -1.792 2.731
35 P 0.611 -0.221 2.680
36 C 1.668 1.105 3.411
37 C 2.677 1.652 2.393
38 C 2.397 0.649 4.675
39 C -0.890 -0.346 3.737
40 C -0.793 -0.882 5.167
41 C -1.588 1.029 3.720
42 H -1.991 0.214 -3.866
43 H -0.690 -0.973 -4.110
44 H -0.499 0.321 -2.929
45 H -2.525 -0.662 -1.691
46 H -2.149 -3.022 -3.600
47 H -3.490 -1.891 -3.534
48 H -3.226 -3.002 -2.191
49 H -2.449 -3.020 -0.153
50 H 0.081 -3.971 1.266
51 H -1.603 -4.145 1.785
52 H -0.809 -2.571 1.815
53 H -0.151 -4.856 -1.027
54 H -1.610 -4.547 -1.979
55 H -1.728 -5.382 -0.431
56 H -0.257 -3.512 -3.469
57 H 1.751 -4.251 -4.655
58 H 4.000 -3.606 -3.828
59 H 4.215 -2.193 -1.813
60 H 4.696 -2.122 1.382
61 H 7.043 -1.445 1.415
62 H 7.762 0.643 0.290
63 H 6.121 2.041 -0.869
64 H 4.139 3.292 0.219
65 H 1.816 4.544 -1.326
66 H 2.751 5.333 -0.045
67 H 1.741 3.931 0.333
68 H 3.974 4.629 -2.522
69 H 5.297 3.520 -2.150
70 H 5.074 4.983 -1.190
71 H 3.525 2.747 -3.376
72 H 4.514 -0.144 -3.256
73 H 5.542 1.286 -3.152
74 H 4.661 0.943 -4.642
75 H 1.956 0.117 -3.530
76 H 2.218 1.263 -4.861
77 H 1.223 1.732 -3.474
78 H 3.137 -3.852 0.553
79 H 3.252 -5.270 2.570
80 H 2.347 -4.426 4.724
81 H 1.255 -2.242 4.834
82 H 0.966 1.904 3.654
83 H 3.501 0.949 2.247
84 H 3.097 2.591 2.767
85 H 2.222 1.847 1.419
86 H 2.961 -0.272 4.502
87 H 1.737 0.500 5.528
88 H 3.114 1.428 4.948
89 H -1.511 -1.040 3.178
90 H -0.017 -0.397 5.759
91 H -0.636 -1.959 5.195
92 H -1.749 -0.683 5.664
93 H -1.140 1.702 4.462
94 H -2.646 0.909 3.983
95 H -1.544 1.514 2.746
96 S -0.205 1.940 -0.775
97 C -1.937 2.259 -0.944
98 N -3.375 3.228 -2.747
99 C -4.718 3.224 -2.188
100 C -4.980 1.932 -1.471
101 N -4.210 1.768 -0.164
102 H -3.310 3.873 -3.521
103 H -5.430 3.271 -3.007
104 H -4.926 4.071 -1.535
105 H -4.670 1.109 -2.105
106 H -6.033 1.829 -1.217
107 H -4.609 0.927 0.244
108 C -7.104 -1.866 0.919
109 C -6.299 -2.095 2.034
110 C -4.962 -1.718 2.021
111 C -4.400 -1.076 0.908
112 C -5.207 -0.923 -0.228
113 C -6.548 -1.305 -0.221
114 C -2.963 -0.680 0.976
115 C -2.225 0.306 0.419
116 C -2.754 1.450 -0.298
117 C -2.270 3.462 -1.811
118 C -2.404 4.720 -0.967
119 C -3.144 4.932 0.123
120 C -4.003 4.045 0.937
121 C -4.451 2.801 0.871
122 H -8.151 -2.153 0.932
123 H -6.713 -2.582 2.911
124 H -4.336 -1.913 2.889
125 H -4.763 -0.596 -1.168
126 H -7.151 -1.184 -1.117
127 H -2.406 -1.346 1.629
128 H -1.404 3.604 -2.445
129 H -1.847 5.580 -1.338
130 H -3.118 5.947 0.512
131 H -4.374 4.536 1.833
132 H -5.088 2.426 1.663

Results of the Mulliken charge analysis, in e, for atoms 1 through 6:
1. Os 0.75
2. C -1.03
3. C 1.74
4. C -1.87
5. P -0.93
6. C 0.86